# 1
DFT (ωB97M-V/def2-TZVPD) results for an isolated molecule of C4H4N2O in a non-equilibrium geometry.

CARTESIAN COORDINATES (ANGSTROEM)
O 1.85 0.92 -1.95
C 1.92 0.71 -0.76
C 0.75 0.51 0.02
C 0.25 -0.12 1.08
N -0.89 -0.67 1.41
C -1.75 -0.65 0.35
N -1.35 -0.16 -0.77
H 2.89 0.70 -0.20
H 1.09 0.01 1.78
H -2.74 -1.06 0.54
H -2.03 -0.18 -1.52

Calculated values
* HOMO energy: -9.23 eV

---

# 2
DFT (ωB97M-V/def2-TZVPD) results for a structure of composition C60H54CrNO2P2SSb in a non-equilibrium geometry.

CARTESIAN COORDINATES (ANGSTROEM)
Cr 0.12 -0.37 0.11
C 2.24 -1.55 -2.67
C 2.90 -2.25 -1.49
C 2.24 -3.60 -1.23
C 2.98 -1.36 -0.20
C 4.35 -0.70 -0.06
O 4.14 0.62 -0.58
C 2.83 0.85 -0.58
N 2.08 -0.16 -0.23
C 2.48 2.19 -1.05
C 3.48 2.90 -1.73
C 3.25 4.17 -2.21
C 2.02 4.77 -2.02
C 1.02 4.08 -1.35
C 1.23 2.80 -0.87
P -0.10 1.93 0.01
C 0.01 2.57 1.71
C -0.60 1.80 2.70
C -0.61 2.22 4.02
C 0.03 3.41 4.36
C 0.67 4.16 3.38
C 0.66 3.75 2.06
C -1.56 2.76 -0.68
C -1.79 2.61 -2.06
C -2.81 3.31 -2.67
C -3.63 4.14 -1.91
C -3.44 4.25 -0.55
C -2.41 3.56 0.07
H 2.29 -2.19 -3.55
H 2.73 -0.61 -2.91
H 1.18 -1.35 -2.46
H 3.94 -2.46 -1.77
H 1.17 -3.48 -1.05
H 2.68 -4.11 -0.37
H 2.36 -4.25 -2.10
H 2.76 -1.97 0.66
H 5.15 -1.17 -0.63
H 4.66 -0.61 0.99
H 4.44 2.43 -1.89
H 4.04 4.69 -2.73
H 1.84 5.77 -2.38
H 0.05 4.55 -1.21
H -1.08 0.86 2.42
H -1.10 1.63 4.78
H 0.03 3.75 5.38
H 1.18 5.07 3.65
H 1.17 4.34 1.30
H -1.14 1.97 -2.64
H -2.97 3.21 -3.74
H -4.42 4.71 -2.40
H -4.08 4.90 0.04
H -2.24 3.68 1.14
S -2.13 -0.75 -0.49
Sb -4.31 0.03 -0.21
C -4.98 0.43 -2.19
C -4.39 -0.32 -3.20
C -4.81 -0.14 -4.51
C -5.83 0.76 -4.80
C -6.42 1.49 -3.78
C -6.01 1.32 -2.47
C -4.87 1.46 1.30
C -5.96 2.29 1.12
C -6.28 3.21 2.11
C -5.50 3.31 3.25
C -4.42 2.46 3.43
C -4.11 1.52 2.46
C -5.22 -1.80 0.39
C -6.30 -1.78 1.27
C -6.85 -2.98 1.69
C -6.32 -4.18 1.25
C -5.25 -4.19 0.36
C -4.70 -3.00 -0.07
H -3.59 -1.01 -2.97
H -4.35 -0.72 -5.30
H -6.16 0.89 -5.82
H -7.22 2.19 -4.01
H -6.48 1.90 -1.69
H -6.58 2.23 0.24
H -7.14 3.86 1.98
H -5.75 4.04 4.01
H -3.81 2.53 4.32
H -3.29 0.83 2.61
H -6.70 -0.84 1.62
H -7.69 -2.97 2.37
H -6.75 -5.12 1.59
H -4.84 -5.13 0.01
H -3.86 -3.00 -0.76
O 0.06 -2.20 0.84
P 0.04 -2.70 2.28
C 1.50 -2.13 3.19
C 2.53 -2.96 3.62
C 3.63 -2.41 4.25
C 3.71 -1.03 4.44
C 2.69 -0.20 4.00
C 1.58 -0.75 3.38
C -1.39 -2.11 3.21
C -2.64 -2.27 2.62
C -3.79 -2.00 3.34
C -3.69 -1.56 4.66
C -2.45 -1.40 5.25
C -1.29 -1.68 4.54
C -0.09 -4.49 2.25
C 0.11 -5.24 3.40
C 0.01 -6.62 3.34
C -0.30 -7.24 2.13
C -0.54 -6.48 1.00
C -0.44 -5.10 1.05
H 2.47 -4.03 3.45
H 4.43 -3.05 4.60
H 4.58 -0.61 4.93
H 2.75 0.87 4.16
H 0.77 -0.11 3.05
H -2.71 -2.62 1.59
H -4.76 -2.13 2.88
H -4.59 -1.36 5.22
H -2.38 -1.07 6.28
H -0.33 -1.56 5.00
H 0.34 -4.75 4.34
H 0.14 -7.22 4.23
H -0.35 -8.32 2.08
H -0.80 -6.97 0.07
H -0.64 -4.49 0.18

Calculated values
* 2S+1: 5
* charge: +2
* HOMO energy (alpha / beta): -12.94 / -13.31 eV
* ⟨S²⟩: 6.02

---

# 3
DFT (ωB97M-V/def2-TZVPD) results for a cluster of 6 separate species, C10H30ClO5S3 in total in a non-equilibrium geometry.

CARTESIAN COORDINATES (ANGSTROEM)
Cl 1.68 -0.30 -0.02
C -2.45 -3.20 -1.58
C -1.15 -3.01 -0.83
O -0.09 -2.90 -1.73
H -2.74 -2.25 -2.22
H -3.29 -3.35 -0.92
H -2.39 -3.97 -2.18
H -0.99 -3.69 0.09
H -1.35 -2.14 -0.41
H 0.68 -2.39 -1.34
C -2.14 -2.11 2.96
C -0.68 -1.52 3.08
O 0.04 -2.14 2.08
H -2.64 -1.78 2.08
H -2.65 -1.82 3.70
H -2.40 -3.20 2.95
H -0.40 -1.86 4.09
H -0.54 -0.46 2.91
H 0.48 -1.55 1.58
C -2.20 0.83 0.63
S -2.44 2.38 -0.09
O -1.12 3.19 0.14
C -2.41 1.94 -1.87
H -2.94 -0.04 0.30
H -2.12 1.09 1.65
H -1.17 0.38 0.32
H -1.43 1.53 -2.18
H -2.41 2.84 -2.68
H -3.17 1.35 -2.36
C 2.73 3.58 2.11
S 2.03 3.05 3.65
O 1.27 4.22 4.27
C 0.63 2.13 2.91
H 2.13 4.26 1.51
H 3.01 2.75 1.25
H 3.58 4.21 2.20
H 0.48 1.42 3.69
H 1.22 1.57 2.09
H -0.10 2.60 2.64
C 3.30 1.03 -3.25
S 1.75 0.18 -3.41
O 1.31 0.16 -4.88
C 2.52 -1.47 -3.32
H 3.79 0.43 -2.33
H 3.13 2.12 -3.32
H 3.98 1.03 -4.13
H 1.72 -2.20 -3.50
H 2.84 -1.47 -2.29
H 3.09 -1.45 -4.06

Calculated values
* charge: -1
* HOMO energy: -5.57 eV

---

# 4
DFT (ωB97M-V/def2-TZVPD) results for a structure of composition C30H45F5P2PtS in a non-equilibrium geometry.

CARTESIAN COORDINATES (ANGSTROEM)
Pt -0.18 -0.47 -1.72
C -2.03 1.81 -0.34
C -2.80 0.98 -1.25
C -1.75 -0.35 0.31
C -1.55 0.99 0.68
C -2.76 -0.34 -0.80
C -1.97 3.28 -0.26
H -1.65 3.85 -1.15
H -1.29 3.62 0.54
H -2.95 3.67 0.06
C -1.21 1.44 2.01
H -1.01 2.50 2.10
H -0.35 0.92 2.40
H -2.02 1.22 2.71
C -1.73 -1.42 1.36
H -2.58 -1.28 2.07
H -0.83 -1.34 1.96
H -1.78 -2.45 1.00
C -3.49 -1.56 -1.23
H -4.57 -1.46 -1.28
H -3.33 -2.36 -0.51
H -3.17 -1.97 -2.18
C -3.62 1.48 -2.36
H -4.57 1.90 -2.03
H -3.88 0.71 -3.10
H -3.13 2.30 -2.94
C 1.58 0.60 -2.48
C 0.38 1.34 -2.57
C -0.25 1.63 -3.93
C -1.08 0.43 -4.46
C -1.00 -0.78 -3.56
C 0.21 -1.52 -3.45
C 1.37 -1.16 -4.35
C 2.18 0.03 -3.77
H 0.53 1.90 -4.68
H -0.76 0.20 -5.50
H -0.90 2.53 -3.91
H 2.24 0.80 -4.55
H 2.42 0.83 -1.71
H 0.02 2.10 -1.84
H 3.22 -0.28 -3.64
H 2.02 -2.04 -4.48
H 0.20 -2.51 -3.13
H 1.02 -0.90 -5.37
H -2.13 0.75 -4.57
H -1.95 -1.30 -3.50
P 1.88 1.94 0.60
C 1.61 2.81 2.19
H 2.52 3.40 2.37
H 1.47 2.02 2.96
H 0.72 3.46 2.08
C 3.55 1.15 0.61
H 4.28 1.94 0.83
H 3.75 0.67 -0.37
H 3.49 0.40 1.43
C 2.01 3.36 -0.60
H 2.23 2.97 -1.62
H 2.82 4.04 -0.25
H 1.02 3.87 -0.57
P 1.07 -2.36 -0.29
C -0.24 -3.45 -1.08
H 0.23 -4.27 -1.67
H -0.86 -2.76 -1.74
H -0.89 -3.81 -0.26
C 2.62 -2.46 -1.32
H 2.41 -2.21 -2.39
H 3.02 -3.49 -1.22
H 3.33 -1.72 -0.88
C 1.57 -3.16 1.36
H 1.85 -4.20 1.14
H 0.71 -3.12 2.07
H 2.42 -2.57 1.77
F -0.89 -1.28 8.72
C -0.34 -1.15 7.49
C 0.36 0.06 7.22
F 0.44 1.05 8.16
C 0.91 0.25 5.93
F 1.53 1.46 5.67
C 0.74 -0.70 4.88
S 1.24 -0.44 3.31
C 0.07 -1.90 5.26
F -0.10 -2.83 4.32
C -0.46 -2.08 6.50
F -1.19 -3.20 6.77

Calculated values
* 2S+1: 5
* charge: +2
* HOMO energy (alpha / beta): -13.07 / -13.04 eV
* ⟨S²⟩: 6.04

---

# 5
DFT (ωB97M-V/def2-TZVPD) results for a structure of composition C37H45N6OS2SiW in a non-equilibrium geometry.

CARTESIAN COORDINATES (ANGSTROEM)
W -0.23 0.27 -0.11
C -1.89 -3.63 1.05
C -1.00 -3.03 2.13
C 0.48 -2.91 1.76
N 0.92 -1.73 1.02
C 2.23 -1.69 0.79
C 3.14 -2.66 1.25
C 4.47 -2.91 0.92
C 5.30 -2.26 0.02
C 5.05 -1.04 -0.59
C 3.95 -0.22 -0.42
C 2.72 -0.43 0.20
N 1.82 0.59 0.33
C 2.42 1.89 0.62
C 1.61 2.59 1.72
C 0.98 1.60 2.69
N -0.15 0.92 2.06
C -1.24 0.71 2.81
C -1.29 0.82 4.21
C -2.39 0.85 5.07
C -3.74 0.91 4.77
C -4.33 0.80 3.52
C -3.73 0.41 2.33
C -2.38 0.20 2.03
N -1.98 -0.49 0.94
C -2.94 -1.43 0.37
C -2.17 -2.67 -0.10
H -2.84 -3.93 1.51
H -1.42 -4.54 0.66
H -1.05 -3.68 3.01
H -1.36 -2.05 2.43
H 0.77 -3.82 1.20
H 1.03 -2.93 2.72
H 2.77 -3.37 1.98
H 4.89 -3.79 1.39
H 6.26 -2.73 -0.18
H 5.83 -0.65 -1.23
H 4.03 0.75 -0.91
H 2.49 2.54 -0.27
H 3.44 1.73 0.99
H 0.81 3.19 1.29
H 2.27 3.27 2.27
H 0.64 2.17 3.56
H 1.72 0.86 3.02
H -0.34 0.87 4.71
H -2.14 0.91 6.12
H -4.41 1.06 5.61
H -5.41 0.93 3.48
H -4.41 0.26 1.50
H -3.50 -1.00 -0.47
H -3.67 -1.73 1.14
H -1.23 -2.32 -0.54
H -2.75 -3.19 -0.86
S 0.55 2.04 -1.99
C 0.43 3.68 -1.40
C 1.33 4.61 -1.89
C 1.31 5.94 -1.45
C 2.30 6.82 -1.90
N 3.15 7.51 -2.25
C 0.32 6.33 -0.52
C -0.58 5.39 -0.04
C -0.53 4.06 -0.43
S -1.59 2.88 0.28
C 0.25 7.67 -0.10
N 0.17 8.76 0.25
H 2.07 4.29 -2.61
H -1.33 5.69 0.68
C 2.23 -3.78 -1.84
Si 0.86 -2.70 -2.62
C 1.34 -2.52 -4.48
C -0.67 -3.87 -2.73
C 0.64 -0.96 -1.92
H 2.44 -4.66 -2.44
H 1.96 -4.12 -0.84
H 3.16 -3.22 -1.74
H 1.66 -3.46 -4.93
H 2.15 -1.81 -4.60
H 0.50 -2.15 -5.06
H -0.52 -4.61 -3.51
H -1.59 -3.33 -2.96
H -0.84 -4.42 -1.80
H 0.15 -0.44 -2.76
H 1.68 -0.59 -1.97
C -2.65 -0.07 -3.55
C -2.67 0.53 -2.17
C -3.82 1.45 -1.84
O -1.69 0.34 -1.36
H -3.65 -0.37 -3.86
H -1.99 -0.94 -3.57
H -2.28 0.66 -4.28
H -3.91 2.22 -2.61
H -3.65 1.94 -0.89
H -4.76 0.90 -1.81

Calculated values
* charge: -1
* HOMO energy (alpha / beta): -3.87 / -4.03 eV